(1)
8
Properties=species:S:1:pos:R:3 method="wB97M-V/def2-TZVPD" total_energy_ha=-1430.5467 orbital_gap_ev="7.29 / 7.31"
C -0.491 0.522 -1.079
C 0.547 -0.379 0.938
Cl -2.118 0.371 -0.658
I 2.592 -0.354 0.376
I -0.264 -2.352 0.951
I -0.107 0.967 2.375
H 0.065 -0.219 -1.556
H -0.224 1.445 -1.347


(2)
7
Properties=species:S:1:pos:R:3 method="wB97M-V/def2-TZVPD" total_energy_ha=-910.3976 orbital_gap_ev="4.82 / 4.83"
C 0.626 -0.551 -0.398
C 0.261 0.561 0.471
O 0.643 -1.677 0.027
Cl -0.036 0.532 2.111
I -3.064 -0.075 -0.999
H 0.865 -0.232 -1.348
H 0.705 1.443 0.135


(3)
6
Properties=species:S:1:pos:R:3 method="wB97M-V/def2-TZVPD" total_energy_ha=-592.2217 orbital_gap_ev=8.91 smiles=C#CNCl
C -1.365 0.717 0.201
C -0.325 0.068 0.148
N 0.661 -0.801 0.288
Cl 2.255 0.134 -0.093
H -2.009 1.449 -0.169
H 0.784 -1.567 -0.376


(4)
6
Properties=species:S:1:pos:R:3 method="wB97M-V/def2-TZVPD" total_energy_ha=-592.2407 orbital_gap_ev=10.75
C -0.995 0.739 0.577
C 0.394 -0.393 -0.537
N -1.742 1.280 1.244
Cl 1.740 -0.823 0.501
H -0.226 -1.246 -0.717
H 0.828 0.443 -1.069


(5)
10
Properties=species:S:1:pos:R:3 method="wB97M-V/def2-TZVPD" total_energy_ha=-811.1823 orbital_gap_ev=7.88
C -0.566 -0.527 0.062
C 0.213 0.323 -0.690
N -1.444 -1.402 -0.482
N -1.725 -1.563 -1.622
N -0.870 0.489 -2.810
N -1.877 -1.805 -2.701
N -0.010 0.394 -1.987
Cl -2.483 0.973 -2.085
H -0.630 -0.350 1.087
H 1.248 0.806 -0.380


(6)
7
Properties=species:S:1:pos:R:3 method="wB97M-V/def2-TZVPD" total_energy_ha=-667.4172 orbital_gap_ev="7.33 / 10.09"
C -1.981 0.123 -0.021
C -0.877 -0.607 0.249
N -2.818 0.833 -0.433
O 2.635 0.666 -0.531
Cl 0.589 -0.414 -0.606
H -0.856 -1.068 1.129
H 3.309 0.467 0.214